[1]
Here is the molecule C18H16N4O5 from the OMol25 dataset. Energies are from ωB97M-V/def2-TZVPD.

Structure (XYZ):
```
43
Properties=species:S:1:pos:R:3:forces:R:3:nbo_charge:R:1
O 3.0097 3.9756 -0.6142 -0.3160 -2.1636 -0.3480 -0.675
O -1.4838 0.9151 1.1530 -0.6346 2.1548 1.5858 -0.561
O 1.4579 -3.9860 -1.2863 0.1845 0.8042 -0.4389 -0.581
O 0.1750 7.4835 3.8473 -0.8084 -1.6852 1.3081 -0.416
O 0.7229 8.8689 2.4279 0.7895 5.5386 -2.4568 -0.358
C 2.4036 4.7542 0.1376 0.2145 0.0279 -1.7151 0.429
C -0.7542 0.2686 0.4849 1.3688 0.1237 -1.0729 0.671
C 0.6048 -4.8245 -1.3883 -0.6396 1.2495 0.9155 0.709
C 2.9066 6.0859 0.1372 -1.4297 2.4512 2.9298 -0.283
C 2.3450 7.0073 1.0279 -0.4695 -0.4181 -0.2648 -0.133
C 0.7023 5.3843 1.9093 1.3451 1.6610 -2.4387 -0.067
C 1.1024 6.7664 1.8608 2.4130 -4.6656 -1.6054 -0.068
C 0.6148 3.0530 0.9022 1.0234 2.0613 0.9230 0.188
C -3.4002 -2.0378 -0.7762 -1.2364 0.4557 -1.4764 -0.205
C -2.6767 -0.9006 -0.4627 -2.4071 0.6033 0.4533 -0.181
C -2.8586 -3.2946 -0.8431 2.3799 -1.0595 -0.5788 -0.230
C -0.7836 -2.2358 -0.1469 1.3910 -3.2079 -0.2721 -0.222
C -1.3786 -1.0379 0.0231 0.1842 1.5132 -1.5667 -0.138
C -1.4497 -3.4070 -0.6801 0.1281 0.0663 1.5349 0.193
C 1.2342 4.4071 0.8886 -2.1290 -0.3505 2.9898 -0.278
N 0.5483 0.7454 0.0455 -0.8134 -1.7870 -0.5173 -0.476
N -0.7154 -4.6643 -0.8156 0.4334 0.3330 -1.3751 -0.477
N 0.6231 7.7710 2.7664 0.1104 -3.4268 1.1648 0.537
N 1.0452 2.0950 0.1184 -0.5971 -1.1635 -0.1876 -0.345
C 0.8829 -6.2269 -1.8916 -2.3378 0.9027 1.0214 -0.500
C -1.2641 -5.9973 -0.5463 0.9747 -0.1087 -0.0231 -0.202
C -0.4396 -6.9330 -1.5135 0.8521 -0.9007 0.2682 -0.412
H 3.8024 6.3471 -0.4356 -0.4354 -0.3317 0.3077 0.238
H 2.9265 7.9210 1.1672 -0.7170 0.1349 -0.0613 0.227
H -0.0389 5.0550 2.6044 -0.5013 -0.0603 0.2813 0.226
H -0.1570 2.8200 1.6593 0.3371 0.1841 -0.8353 0.251
H -4.4107 -1.9657 -1.2554 0.8084 0.2915 1.0194 0.222
H -3.3241 0.0200 -0.5107 1.5374 -0.6506 0.2647 0.242
H -3.4673 -4.1187 -1.2011 0.1510 -0.0152 0.1641 0.219
H 0.2388 -2.4035 0.1949 -0.1659 0.1471 -0.2730 0.245
H 0.9531 0.0876 -0.6723 -0.0814 1.7755 0.9876 0.426
H 1.8696 2.3601 -0.4446 0.0444 -0.2136 -0.2172 0.472
H 1.2144 -6.2801 -2.9299 -0.1814 0.1057 0.2466 0.247
H 1.6223 -6.5460 -1.2153 1.4188 -0.5807 0.4551 0.231
H -2.3385 -6.0302 -0.7289 0.1338 -0.2039 0.1395 0.208
H -1.0125 -6.2126 0.5322 -0.6026 -0.1848 -1.0075 0.195
H -0.8960 -7.1771 -2.4473 -1.1272 0.0743 -0.3910 0.215
H -0.1563 -7.9126 -1.0823 -0.5928 0.5187 0.1625 0.218
```
Positions in Å, forces in eV/Å.

The SMILES is O=C1C=CC([N+](=O)[O-])=C/C1=C/NNC(=O)c1cccc(N2CCCC2=O)c1. The energy above the lowest of the compared OMol25 structures with the same formula, charge and spin comes out at 583.1 kJ/mol. The calculation puts the HOMO-LUMO gap at 7.6 eV. As for the electronic energy: -1290.53072 hartree. The strongest force on any atom is 6.1 eV Å⁻¹.

[2]
Here is a structure of composition C33H45Ge from the OMol25 dataset. Energies are from ωB97M-V/def2-TZVPD.

Structure (XYZ):
```
79
Properties=species:S:1:pos:R:3:forces:R:3:lowdin_charge:R:1
C 0.6636 -6.7963 1.4164 0.1200 -0.4644 -0.0736 -0.104
C 0.2810 -5.6524 0.4958 0.0644 -0.2182 0.2944 -0.257
C 0.1278 -4.4321 1.3755 -0.1579 0.4373 -0.1633 -0.347
C -0.2156 -3.1404 0.6040 -0.0927 0.7092 1.0709 -0.253
Ge -0.2149 -2.0147 2.2623 0.0245 1.2637 -1.0978 1.335
C -1.9111 -1.6977 3.2760 0.1353 -0.3551 -0.2790 -0.274
C -3.2236 -2.2279 2.6312 0.0613 -0.0702 -0.1854 -0.283
C -4.3076 -2.6140 3.6585 0.3421 0.1304 -0.0593 -0.273
C -5.5881 -3.1257 2.9987 0.0340 0.0420 0.0214 -0.107
C 1.4859 -1.0416 2.8019 -0.2820 -0.8589 -0.2150 -0.257
C 2.6454 -1.0549 1.7773 0.1037 -0.0044 -0.0685 -0.281
C 2.8156 0.2663 1.0104 -0.1434 -0.0597 0.1332 -0.269
C 3.8467 0.1187 -0.1033 0.0114 -0.0261 -0.1499 -0.095
H -0.4561 2.7268 0.6938 0.2134 -1.0768 0.8715 0.122
H 0.7604 -7.7390 0.8780 0.0097 0.0076 0.0631 0.081
H 1.6196 -6.5886 1.9118 -0.1339 -0.0778 -0.0914 0.083
H -0.0950 -6.9259 2.1975 0.1134 -0.0543 -0.1338 0.082
H 1.0439 -5.4616 -0.2605 0.0254 -0.0516 -0.0164 0.121
H -0.6599 -5.8499 -0.0198 -0.0096 -0.0189 -0.0292 0.121
H -0.6360 -4.6586 2.1348 -0.0842 0.0527 -0.0721 0.109
H 1.0679 -4.3036 1.9338 0.0621 0.0354 -0.0646 0.109
H 0.5461 -2.8659 -0.1312 0.0497 0.0387 0.4137 0.044
H -1.1839 -3.1548 0.0911 0.1048 -0.1007 0.3399 0.082
H -1.7376 -2.1393 4.2727 -0.1143 0.2778 -0.2059 0.076
H -1.9767 -0.6006 3.3776 0.3183 -0.3229 0.2065 0.082
H -3.6470 -1.4469 1.9773 0.2768 -0.2427 0.1076 0.115
H -3.0102 -3.0910 1.9817 -0.1271 0.1084 0.1656 0.094
H -3.9016 -3.3692 4.3441 -0.0681 0.0695 -0.0970 0.110
H -4.5386 -1.7302 4.2661 0.0387 -0.1274 -0.0267 0.115
H -6.3175 -3.4133 3.7602 0.0713 0.0341 -0.1079 0.077
H -6.0469 -2.3510 2.3751 0.0736 -0.1026 0.0678 0.078
H -5.4029 -4.0014 2.3673 0.0287 0.1128 0.0896 0.076
H 1.2059 -0.0083 3.0437 -0.2042 -0.2504 0.1307 0.077
H 1.8076 -1.5429 3.7261 -0.2243 0.2506 -0.0167 0.071
H 3.5893 -1.2431 2.3175 -0.3769 -0.0271 -0.1231 0.121
H 2.5475 -1.8828 1.0603 -0.0336 0.1239 0.0895 0.097
H 1.8566 0.6014 0.5906 0.0971 -0.0797 0.0216 0.084
H 3.1225 1.0484 1.7194 -0.0381 -0.1539 -0.1066 0.119
H 4.1175 1.0907 -0.5311 -0.0311 -0.1894 0.1138 0.071
H 4.7558 -0.3691 0.2730 -0.1211 0.1852 -0.0861 0.082
H 3.4470 -0.5002 -0.9183 0.0882 0.1024 0.1624 0.071
C 3.8818 5.5480 -3.4632 -0.1869 -0.3505 0.3859 -0.082
C 2.6053 5.8118 -2.9507 0.3079 -0.2648 -0.0511 -0.075
C 1.8026 4.7556 -2.5311 -0.0864 0.1657 -0.0704 -0.050
C 2.2126 3.4016 -2.5463 0.4400 0.9212 -0.1683 -0.172
C 1.2153 2.3753 -2.0615 -0.8317 0.7239 1.2185 -0.105
C 0.3398 2.8670 -1.1157 1.2638 0.1898 -0.7923 -0.049
C -0.7982 2.4063 -0.2808 -0.7382 -0.3787 -1.0814 -0.142
C -2.1074 3.2204 -0.2892 -0.1863 0.0645 -0.5158 -0.208
C -3.3272 2.5424 -0.0970 0.3282 0.5062 0.5976 -0.059
C -4.4280 3.2347 0.4233 0.2163 0.3831 -0.2121 -0.086
C -4.3561 4.6273 0.5895 0.1335 0.0260 -0.2695 -0.089
C -3.1901 5.3298 0.2336 -0.0733 -0.6280 -0.2648 -0.072
C -2.0693 4.6282 -0.2334 -0.4413 -0.3733 0.4066 -0.040
C 1.2432 1.0065 -2.6573 -0.4490 -0.8061 -0.4942 -0.152
C 0.7411 -0.1566 -2.0161 0.3236 0.0489 -0.0823 -0.052
C 0.7648 -1.4149 -2.6409 -0.1409 0.4271 -0.2100 -0.089
C 1.1919 -1.5473 -3.9720 0.4233 0.1983 0.5806 -0.077
C 1.7828 -0.4378 -4.5843 -0.3156 -0.1929 0.2059 -0.066
C 1.7628 0.8089 -3.9585 0.0208 0.0904 0.2746 -0.027
C 3.5457 3.1720 -2.9669 -0.2284 0.3190 0.0822 -0.051
C 4.3594 4.2273 -3.4238 -0.4058 0.3107 0.0871 -0.075
H 4.4934 6.3706 -3.8414 -0.0837 -0.3776 0.1581 0.105
H 2.2339 6.8385 -2.8474 0.1551 -0.4685 -0.2488 0.110
H 0.8076 5.0182 -2.1593 0.3673 -0.1649 -0.4180 0.097
H 0.5602 3.8741 -0.7426 0.2879 -0.3952 -0.5401 0.092
H -1.0277 1.3393 -0.4297 0.0267 0.3718 0.5755 0.093
H -3.3985 1.4656 -0.2792 0.1666 0.3061 0.2388 0.103
H -5.3194 2.6797 0.7349 0.2266 0.3176 -0.3690 0.104
H -5.2336 5.1908 0.9191 0.3596 -0.2883 0.0947 0.104
H -3.1419 6.4139 0.3384 -0.1049 -0.2857 -0.1023 0.106
H -1.1569 5.1655 -0.5131 -0.3310 -0.1841 0.3000 0.104
H 0.3333 -0.0912 -1.0009 0.3069 0.0087 -0.3449 0.079
H 0.4682 -2.3045 -2.0730 -0.1840 0.4169 -0.4229 0.075
H 1.1102 -2.5041 -4.4941 0.2349 0.2949 0.2651 0.107
H 2.2917 -0.5589 -5.5420 -0.4294 0.1743 0.1183 0.112
H 2.1507 1.6613 -4.5103 0.0104 -0.1460 0.1855 0.113
H 3.9821 2.1751 -2.9226 -0.2044 0.1199 -0.0673 0.104
H 5.3915 4.0422 -3.7320 -0.4032 -0.1292 0.0566 0.105
```
Positions in Å, forces in eV/Å.

The calculation puts the HOMO-LUMO gap at 5.3 eV. As for the electronic energy: -3361.03798 hartree. As for the charge: +1. The strongest force on any atom is 1.7 eV Å⁻¹.